# 1
Entry from OMol25: a cluster of 10 separate species, C16H55N11O10 in total in a non-equilibrium geometry (ωB97M-V/def2-TZVPD).

XYZ file:
```
92
Properties=species:S:1:pos:R:3:mulliken_charge:R:1
C -4.484 -3.747 3.271 -0.863
O -3.387 -3.528 2.402 -0.505
C -3.456 -2.272 1.701 -1.149
C -2.558 -2.252 0.540 1.030
C -2.903 -3.427 -0.422 -1.558
N -1.138 -2.228 0.848 -0.230
H -5.422 -4.027 2.792 0.335
H -4.572 -2.875 3.920 0.326
H -4.150 -4.539 3.941 0.281
H -4.455 -1.970 1.385 0.714
H -3.227 -1.415 2.335 0.436
H -2.687 -1.283 0.057 0.229
H -2.327 -3.208 -1.321 0.287
H -3.918 -3.279 -0.789 0.408
H -2.701 -4.360 0.104 0.368
H -0.920 -3.108 1.292 0.478
H -1.119 -1.540 1.588 -0.192
C 0.886 -0.513 2.442 -1.182
O -0.483 -0.173 2.381 -0.424
C -0.833 1.064 1.686 0.212
C -1.945 1.688 2.496 0.848
C -2.610 2.937 2.019 -1.350
N -1.366 1.914 3.836 -0.768
H 1.467 0.221 3.000 0.685
H 1.139 -0.702 1.398 0.244
H 1.100 -1.354 3.102 0.343
H 0.095 1.636 1.705 0.138
H -1.085 0.676 0.698 -0.227
H -2.679 0.909 2.700 -0.100
H -3.525 3.215 2.542 0.378
H -2.890 2.964 0.966 0.173
H -1.831 3.700 2.018 0.375
H -0.867 1.082 4.118 0.202
H -1.968 2.193 4.597 0.256
C -0.214 4.782 -3.279 -0.631
O -0.235 3.761 -4.239 -0.416
C -0.480 2.379 -3.753 -0.587
C -2.059 1.969 -3.611 0.562
C -2.866 2.575 -2.444 -1.131
N -2.147 0.547 -3.552 -0.759
H 0.293 4.478 -2.364 0.174
H -1.179 5.233 -3.045 0.338
H 0.444 5.510 -3.754 0.239
H 0.081 1.686 -4.379 0.402
H 0.033 2.213 -2.805 0.143
H -2.583 2.264 -4.521 0.345
H -3.819 2.835 -2.905 0.301
H -2.293 3.494 -2.322 0.237
H -2.878 2.058 -1.484 0.291
H -2.938 0.348 -2.956 0.303
H -1.458 0.323 -2.848 0.027
N 3.982 -1.259 -1.383 -0.334
C 3.338 -0.156 -1.341 0.308
N 3.895 0.681 -2.177 -0.405
O 2.316 0.046 -0.684 -0.077
H 3.529 -2.149 -1.233 0.214
H 4.835 -1.222 -1.921 0.140
H 4.677 0.347 -2.722 0.167
H 3.288 1.403 -2.537 0.194
N 5.698 -0.396 3.294 -0.461
C 4.671 0.289 2.815 0.634
N 4.162 -0.418 1.885 -0.123
O 4.163 1.256 3.326 -0.625
H 6.091 -0.051 4.158 0.232
H 6.293 -1.035 2.786 0.170
H 4.632 -1.179 1.416 0.252
H 3.308 0.011 1.558 -0.164
N 0.433 -2.469 -3.826 -0.247
C 0.610 -3.758 -3.798 0.503
N 0.140 -4.296 -2.751 -0.349
O 1.062 -4.424 -4.728 -0.747
H 0.088 -1.867 -3.092 0.173
H 0.695 -2.106 -4.732 0.181
H -0.223 -3.641 -2.073 0.213
H 0.690 -5.082 -2.437 0.226
N 2.697 5.355 -0.290 -0.482
C 2.582 4.110 -0.748 0.556
N 2.104 3.187 0.090 -0.092
O 2.828 3.921 -1.880 -0.575
H 3.102 5.977 -0.976 0.244
H 2.286 5.747 0.545 0.162
H 2.070 3.449 1.065 0.182
H 2.118 2.211 -0.170 -0.074
O 2.677 -3.467 0.309 -0.611
H 2.720 -2.683 0.857 0.311
H 2.971 -4.176 0.881 0.251
O -0.380 -0.647 -1.302 0.165
H 0.509 -0.417 -1.031 0.123
H -0.782 -1.016 -0.516 -0.205
O -1.261 -3.188 4.043 -0.657
H -1.542 -2.715 4.827 0.281
H -1.956 -3.029 3.405 0.315
```

maximum force = 6.56 eV/Å
HOMO = -8.877 eV
SMILES = COC[C@H](C)N.COC[C@H](C)N.COC[C@H](C)N.NC(N)=O.NC(N)=O.NC(N)=O.NC(N)=O.O.O.O
calculated total energy = -1997.3064 Eh
molecular weight = 561.683 g mol⁻¹
lowest unoccupied orbital energy = 0.028 eV



# 2
Entry from OMol25: a cluster of 12 separate species, C16H55O14S in total in a non-equilibrium geometry (ωB97M-V/def2-TZVPD).

XYZ file:
```
86
Properties=species:S:1:pos:R:3:mulliken_charge:R:1
C 4.482 -1.288 -0.937 -1.139
C 2.981 -1.787 -0.833 -0.189
C 2.144 -0.611 -0.231 -0.353
C 0.619 -0.928 0.019 0.508
C -0.203 0.239 -0.667 -1.560
S 0.032 -2.506 -0.675 1.257
O -1.422 -2.564 -0.348 -0.737
O 0.656 -3.699 -0.061 -0.604
O 0.154 -2.489 -2.195 -0.813
H 5.182 -2.098 -1.221 0.235
H 4.778 -0.843 0.046 0.312
H 4.464 -0.441 -1.668 0.238
H 2.620 -1.991 -1.864 0.394
H 2.956 -2.725 -0.243 0.175
H 2.209 0.243 -0.973 -0.063
H 2.668 -0.263 0.688 0.296
H 0.405 -0.862 1.115 -0.051
H 0.077 0.206 -1.747 0.379
H -1.302 0.050 -0.594 0.289
H 0.078 1.207 -0.201 0.392
C -4.953 -3.386 -0.730 -0.233
O -3.959 -3.245 -1.729 -0.557
H -5.926 -3.495 -1.216 0.290
H -4.749 -4.275 -0.125 0.228
H -4.964 -2.503 -0.092 -0.081
H -3.109 -3.149 -1.269 0.431
C -6.787 -0.206 0.322 -0.470
O -7.172 -0.223 1.698 -0.539
H -5.801 0.247 0.244 0.218
H -6.745 -1.223 -0.068 0.185
H -7.502 0.384 -0.258 0.327
H -8.045 -0.626 1.745 0.286
C 5.402 -4.727 -2.463 -0.625
O 5.003 -4.706 -1.101 -0.481
H 6.401 -4.299 -2.539 0.236
H 5.423 -5.757 -2.832 0.304
H 4.709 -4.133 -3.065 0.268
H 4.118 -5.087 -1.057 0.295
C -4.431 -2.491 3.537 -0.504
O -4.893 -2.376 2.198 -0.366
H -3.469 -2.999 3.532 0.161
H -4.312 -1.498 3.977 0.192
H -5.145 -3.075 4.127 0.263
H -5.746 -1.923 2.229 0.267
C 0.174 -2.956 3.069 -0.603
O 0.179 -1.614 3.569 -0.536
H -0.677 -3.078 2.401 0.104
H 1.094 -3.146 2.514 0.329
H 0.085 -3.661 3.902 0.380
H 0.939 -1.531 4.153 0.273
C 0.672 -7.214 0.873 -0.459
O 0.924 -7.064 -0.515 -0.569
H 0.888 -8.244 1.158 0.267
H 1.317 -6.537 1.439 0.190
H -0.377 -6.991 1.085 0.211
H 0.725 -6.142 -0.741 0.355
C -2.950 0.495 6.289 -0.505
O -3.299 -0.823 6.693 -0.489
H -2.113 0.434 5.596 0.166
H -3.798 0.970 5.788 0.252
H -2.655 1.088 7.160 0.290
H -4.039 -0.749 7.303 0.283
C 2.742 3.700 -1.326 -0.475
O 2.629 2.472 -2.032 -0.472
H 3.144 3.498 -0.333 0.325
H 3.415 4.371 -1.858 0.054
H 1.756 4.161 -1.230 0.296
H 2.272 2.677 -2.903 0.238
C 1.708 6.682 -3.848 -0.288
O 1.380 5.309 -4.046 -0.483
H 2.701 6.743 -3.404 0.187
H 1.710 7.204 -4.810 0.293
H 0.982 7.141 -3.177 0.049
H 0.502 5.279 -4.438 0.272
C 5.610 5.766 -0.514 -0.604
O 4.354 6.302 -0.913 -0.439
H 5.735 4.791 -0.981 0.236
H 6.419 6.427 -0.838 0.293
H 5.640 5.651 0.572 0.273
H 4.262 7.161 -0.490 0.261
C -2.043 8.255 -3.242 -0.559
O -0.834 8.066 -2.514 -0.473
H -1.818 8.199 -4.306 0.227
H -2.761 7.473 -2.984 0.270
H -2.467 9.236 -3.015 0.249
H -1.054 8.119 -1.578 0.271
```

maximum force = 4.83 eV/Å
HOMO = -4.998 eV
total charge = -1
calculated total energy = -2094.0052 Eh
molecular weight = 503.669 g mol⁻¹
lowest unoccupied orbital energy = 1.831 eV



# 3
Entry from OMol25: a cluster of 14 separate species, C16H56F3O16S in total in a non-equilibrium geometry (ωB97M-V/def2-TZVPD).

XYZ file:
```
92
Properties=species:S:1:pos:R:3:mulliken_charge:R:1
C -0.501 0.299 -0.757 0.348
F 0.748 0.520 -0.389 -0.019
F -0.555 0.233 -2.093 -0.161
F -0.907 -0.884 -0.294 -0.194
S -1.713 1.639 -0.175 0.346
O -2.979 0.932 -0.222 -0.429
O -1.357 2.025 1.173 -0.302
O -1.585 2.745 -1.107 -0.654
O 1.099 3.779 0.041 -0.560
H 0.171 3.505 0.117 0.314
H 1.090 4.423 -0.675 0.290
O -0.353 2.772 3.701 -0.702
H 0.587 2.619 3.546 0.326
H -0.796 2.292 2.978 0.500
O -4.252 -0.071 -2.730 -0.607
H -4.889 -0.245 -2.028 0.295
H -3.413 -0.375 -2.371 0.225
O -0.533 2.689 -3.730 -0.700
H -0.818 2.492 -2.811 0.388
H -0.063 1.902 -4.021 0.318
O -2.589 5.366 -1.255 -0.619
H -2.368 4.423 -1.353 0.414
H -2.806 5.655 -2.148 0.282
O -4.208 -1.492 0.803 -0.665
H -4.890 -1.212 1.423 0.286
H -3.639 -0.710 0.693 0.370
O -5.007 2.543 1.040 -0.677
H -4.299 2.038 0.595 0.359
H -5.532 1.879 1.497 0.264
O -1.679 5.103 1.540 -0.612
H -0.804 5.385 1.826 0.307
H -1.721 4.171 1.786 0.280
C 1.045 -1.981 2.272 -0.872
C 1.977 -3.001 2.931 0.730
C 3.221 -2.328 3.512 -1.426
O 1.292 -3.704 3.961 -0.594
H 0.864 -1.112 2.907 0.180
H 0.111 -2.402 1.904 0.627
H 1.602 -1.522 1.446 -0.164
H 2.330 -3.697 2.159 0.072
H 3.843 -3.078 4.003 0.373
H 3.027 -1.522 4.217 0.377
H 3.794 -1.946 2.666 0.273
H 0.496 -4.072 3.562 0.355
C -2.110 -0.308 3.900 -0.539
C -2.230 -0.079 5.398 0.762
C -2.103 -1.302 6.278 -1.360
O -1.223 0.852 5.830 -0.593
H -1.086 -0.600 3.661 -0.193
H -2.371 0.575 3.322 0.104
H -2.797 -1.075 3.529 0.450
H -3.180 0.408 5.658 0.130
H -3.007 -1.926 6.257 0.354
H -2.077 -1.014 7.329 0.382
H -1.292 -1.967 5.978 0.243
H -0.818 1.345 5.092 0.360
C 4.229 -2.989 -0.205 -1.126
C 2.834 -3.080 -0.840 1.108
C 2.705 -2.019 -1.925 -0.988
O 2.712 -4.371 -1.489 -0.616
H 4.338 -1.985 0.216 0.074
H 4.966 -3.115 -0.996 0.386
H 4.376 -3.714 0.597 0.376
H 2.045 -3.004 -0.092 -0.094
H 2.838 -0.999 -1.567 -0.089
H 1.669 -1.996 -2.272 0.187
H 3.437 -2.214 -2.706 0.467
H 2.612 -4.967 -0.736 0.349
C -3.093 -2.738 -6.627 -1.479
C -2.977 -1.720 -5.478 0.756
C -2.175 -2.301 -4.326 -0.958
O -2.358 -0.534 -5.963 -0.577
H -2.080 -2.941 -6.992 0.338
H -3.666 -2.304 -7.443 0.342
H -3.450 -3.710 -6.288 0.375
H -4.001 -1.536 -5.146 0.270
H -2.549 -3.296 -4.073 0.371
H -2.183 -1.691 -3.426 -0.181
H -1.126 -2.444 -4.596 0.376
H -3.037 0.145 -5.995 0.360
C 4.864 3.463 -1.867 -1.405
C 4.493 2.636 -0.653 0.495
C 3.912 1.274 -1.001 -1.021
O 5.687 2.456 0.132 -0.574
H 4.054 3.694 -2.568 0.351
H 5.558 2.924 -2.527 0.339
H 5.346 4.410 -1.631 0.340
H 3.753 3.163 -0.050 0.163
H 4.505 0.847 -1.824 0.405
H 2.900 1.303 -1.410 0.118
H 3.895 0.520 -0.215 0.349
H 6.222 1.847 -0.393 0.372
```

maximum force = 1.32 eV/Å
HOMO = -7.661 eV
total charge = -1
calculated total energy = -2544.9470 Eh
molecular weight = 593.669 g mol⁻¹
lowest unoccupied orbital energy = 2.118 eV



# 4
Entry from OMol25: a cluster of 12 separate species, C16H56N16O16 in total in a non-equilibrium geometry (ωB97M-V/def2-TZVPD).

XYZ file:
```
104
Properties=species:S:1:pos:R:3:mulliken_charge:R:1
N 12.037 13.359 -0.174 -0.249
C 11.797 14.644 -0.354 0.489
N 12.727 15.288 0.217 -0.228
O 10.878 15.162 -0.836 -0.673
H 12.831 13.165 0.418 0.158
H 11.508 12.666 -0.685 0.187
H 12.514 16.274 0.248 0.183
H 13.373 14.804 0.825 0.060
N 17.081 9.702 2.579 -0.339
C 17.176 10.368 1.501 0.707
N 16.009 10.479 0.860 -0.191
O 18.226 10.755 0.957 -0.669
H 17.930 9.513 3.092 0.266
H 16.188 9.265 2.753 0.163
H 16.030 10.979 -0.018 -0.057
H 15.142 10.244 1.322 0.128
N 18.671 13.666 5.838 -0.407
C 17.493 14.162 5.493 0.379
N 17.106 13.622 4.432 -0.020
O 16.758 14.882 6.208 -0.754
H 19.315 13.442 5.093 0.330
H 19.143 13.919 6.694 0.250
H 16.190 13.861 4.079 0.024
H 17.776 13.206 3.800 0.272
N 21.935 13.367 2.904 -0.259
C 20.749 12.909 2.695 0.188
N 20.722 12.039 1.685 -0.105
O 19.809 13.111 3.419 -0.718
H 22.589 12.927 2.273 0.125
H 22.223 13.645 3.831 0.290
H 21.674 11.790 1.457 0.145
H 19.972 11.364 1.665 0.203
N 18.844 10.062 -2.233 -0.378
C 17.631 10.020 -2.577 0.604
N 17.594 9.588 -3.755 -0.507
O 16.673 10.303 -1.914 -0.631
H 19.090 10.326 -1.289 0.218
H 19.472 9.524 -2.812 0.188
H 18.396 9.689 -4.361 0.178
H 16.680 9.585 -4.185 0.278
N 13.414 12.320 3.178 -0.058
C 12.313 12.662 3.773 0.530
N 12.389 13.917 4.093 -0.318
O 11.216 12.087 3.842 -0.738
H 14.115 13.046 3.210 -0.033
H 13.535 11.459 2.665 -0.010
H 13.157 14.475 3.749 0.179
H 11.869 14.118 4.935 0.213
N 14.191 17.192 3.900 -0.411
C 15.166 16.338 3.760 0.411
N 16.428 16.827 3.709 0.016
O 14.945 15.192 3.504 -0.177
H 13.266 16.821 3.740 0.279
H 14.556 18.124 4.039 0.176
H 17.170 16.149 3.808 -0.572
H 16.757 17.781 3.736 0.227
N 18.129 18.542 0.365 -0.286
C 17.691 18.385 -0.829 0.511
N 17.437 17.123 -1.040 0.220
O 17.692 19.297 -1.670 -0.769
H 18.725 19.339 0.537 0.258
H 18.235 17.772 1.009 0.004
H 17.473 16.487 -0.256 -0.235
H 17.101 16.876 -1.960 0.003
O 21.935 16.895 -1.370 -0.569
C 21.223 16.202 -0.420 0.203
C 20.911 14.768 -0.904 0.416
O 19.879 14.862 -1.911 -0.396
H 21.670 16.636 -2.256 0.376
H 21.884 16.266 0.445 0.231
H 20.319 16.727 -0.112 -0.096
H 20.497 14.185 -0.081 -0.593
H 21.777 14.263 -1.332 0.308
H 20.143 15.368 -2.684 0.299
O 16.123 16.425 -3.648 -0.628
C 17.054 15.253 -3.635 0.544
C 16.233 13.818 -3.829 0.000
O 15.787 13.589 -5.189 -0.603
H 15.869 16.446 -4.573 0.309
H 17.793 15.422 -4.418 0.604
H 17.600 15.412 -2.705 -0.800
H 15.278 13.898 -3.308 0.181
H 16.834 12.974 -3.491 -0.005
H 16.500 13.395 -5.803 0.323
O 19.756 16.089 2.771 0.024
C 20.048 17.375 3.374 -0.298
C 21.203 17.289 4.395 -0.726
O 22.467 17.567 3.836 -0.558
H 20.579 15.662 2.525 -0.159
H 20.361 17.971 2.517 0.358
H 19.121 17.660 3.873 0.208
H 21.314 16.271 4.767 0.251
H 20.953 17.969 5.210 0.413
H 23.152 17.255 4.432 0.332
O 14.981 13.757 0.885 0.199
C 16.082 13.836 -0.067 -0.654
C 17.489 13.956 0.709 0.061
O 17.547 15.138 1.547 1.663
H 15.167 14.284 1.666 -0.056
H 15.998 12.882 -0.589 0.145
H 15.864 14.665 -0.739 0.309
H 18.370 13.845 0.076 -0.107
H 17.481 13.112 1.397 -0.153
H 18.354 15.170 2.066 -0.599
```

maximum force = 8.87 eV/Å
HOMO = -8.783 eV
SMILES = NC(N)=O.NC(N)=O.NC(N)=O.NC(N)=O.NC(N)=O.NC(N)=O.NC(N)=O.NC(N)=O.OCCO.OCCO.OCCO.OCCO
calculated total energy = -2723.2312 Eh
molecular weight = 728.720 g mol⁻¹
relative energy (zero: lowest compared OMol25 entry of this formula, charge and spin) = 181.87 kcal/mol
lowest unoccupied orbital energy = -0.441 eV



# 5
Entry from OMol25: a cluster of 12 separate species, C16H56O16 in total in a non-equilibrium geometry (ωB97M-V/def2-TZVPD).

XYZ file:
```
88
Properties=species:S:1:pos:R:3:mulliken_spin:R:1
C -2.767 -1.807 0.839 0.006
O -3.446 -2.181 1.984 0.021
H -3.377 -2.170 0.013 0.006
H -2.715 -0.722 0.755 0.000
H -1.819 -2.331 0.711 0.002
H -4.332 -1.813 1.977 -0.001
C 0.585 0.068 0.379 -0.001
O -0.091 0.629 1.462 -0.002
H 0.535 -1.019 0.308 0.001
H 0.035 0.491 -0.462 0.001
H 1.627 0.382 0.317 0.000
H 0.556 0.596 2.170 0.000
C 2.922 -0.523 3.420 0.000
O 1.864 0.440 3.345 0.000
H 2.645 -1.379 4.035 0.000
H 3.143 -0.845 2.402 0.000
H 3.767 -0.005 3.874 0.000
H 2.173 1.225 3.803 0.000
C -0.094 -2.795 3.252 0.000
O -1.386 -2.437 3.740 0.000
H 0.630 -2.559 4.031 0.000
H -0.177 -3.882 3.233 0.000
H 0.234 -2.441 2.274 0.000
H -2.015 -2.308 3.026 -0.001
C -0.288 0.216 6.109 0.000
O -1.217 -0.828 5.979 0.006
H -0.582 1.061 6.731 0.000
H 0.591 -0.235 6.568 0.001
H -0.062 0.519 5.087 0.000
H -0.951 -1.360 5.226 0.000
C 0.827 3.850 2.771 0.000
O 0.621 5.176 3.241 0.000
H 1.102 3.057 3.467 0.000
H -0.077 3.473 2.292 0.000
H 1.617 3.839 2.020 0.000
H -0.237 5.226 3.670 0.000
C 3.272 -1.808 -1.777 0.000
O 4.578 -2.191 -1.451 0.000
H 3.195 -1.941 -2.856 0.000
H 2.563 -2.522 -1.359 0.000
H 3.037 -0.759 -1.596 0.000
H 4.718 -3.000 -1.949 0.000
C -0.520 3.132 -1.300 0.000
O -1.336 3.844 -2.140 0.000
H 0.359 3.707 -1.010 0.000
H -1.011 2.895 -0.357 0.000
H -0.132 2.215 -1.744 0.000
H -0.950 4.097 -2.982 0.000
C -2.273 -2.964 -3.163 0.025
C -1.470 -3.823 -2.166 0.067
O -0.372 -3.120 -1.621 0.013
O -2.466 -1.638 -2.772 0.394
H -3.238 -3.415 -3.392 -0.001
H -1.635 -2.880 -4.043 0.080
H -1.079 -4.712 -2.662 -0.005
H -2.105 -4.143 -1.340 0.012
H -0.190 -3.583 -0.801 0.001
H -1.597 -1.265 -2.607 -0.003
C -4.543 1.565 3.279 -0.001
C -3.013 1.282 3.282 0.001
O -2.623 1.652 1.979 0.030
O -5.328 0.628 2.571 0.000
H -4.823 2.535 2.867 0.000
H -4.886 1.614 4.312 0.000
H -2.845 0.206 3.329 0.004
H -2.468 1.856 4.032 0.003
H -1.750 1.337 1.735 -0.001
H -5.274 0.814 1.630 0.000
C 1.102 -1.311 -5.359 0.054
C -0.085 -0.347 -5.059 0.022
O -0.141 -0.108 -3.704 0.071
O 0.984 -2.514 -4.579 0.169
H 2.005 -0.815 -5.003 0.011
H 1.196 -1.549 -6.418 0.001
H -0.969 -0.930 -5.318 0.013
H 0.058 0.526 -5.696 0.002
H 0.632 0.362 -3.384 0.001
H 0.633 -2.298 -3.712 -0.006
C 3.624 2.489 -4.581 0.000
C 2.154 2.345 -3.981 0.002
O 2.007 1.322 -2.913 0.003
O 4.634 2.788 -3.591 0.000
H 3.652 3.183 -5.422 0.000
H 3.845 1.590 -5.156 0.000
H 1.514 2.019 -4.801 -0.001
H 1.864 3.351 -3.678 0.000
H 2.512 1.690 -2.183 0.000
H 5.136 1.983 -3.442 0.000
```

maximum force = 2.27 eV/Å
HOMO (alpha / beta) = -11.227 / -11.161 eV
2S+1 = 2
total charge = +1
calculated total energy = -1846.4301 Eh
molecular weight = 504.608 g mol⁻¹
<S²> = 0.76
relative energy (zero: lowest compared OMol25 entry of this formula, charge and spin) = 0.00 kcal/mol
lowest unoccupied orbital energy (alpha / beta) = -2.483 / -9.504 eV